The following is a DFT calculation (ωB97M-V with the def2-TZVPD basis set) of C12H28IrN3S3SbSe4 as an isolated structure at a distorted geometry.

Calculated total energy, eV: -320630.255
HOMO-LUMO gap (spin up / spin down), hartree: 0.1434 / 0.1492
Net charge: +1
Max |F|, eV/A: 2.7

CARTESIAN COORDINATES (ANGSTROEM)
Ir1 0.23 0.49 -0.58
C1 -2.39 3.42 -0.43
C2 -1.86 3.33 -1.85
S1 -0.31 2.36 -2.03
C3 -0.73 1.33 -3.46
C4 -1.91 0.41 -3.26
S2 -1.74 -0.62 -1.77
C5 -3.40 -0.44 -1.03
C6 -3.87 0.97 -0.66
S3 -2.68 1.83 0.37
H1 -1.66 3.91 0.21
H2 -3.29 4.02 -0.41
H3 -2.62 2.93 -2.53
H4 -1.61 4.33 -2.19
H5 -0.89 1.98 -4.33
H6 0.19 0.77 -3.64
H7 -2.84 0.97 -3.16
H8 -2.01 -0.24 -4.12
H9 -4.12 -0.89 -1.71
H10 -3.37 -1.08 -0.14
H11 -4.07 1.56 -1.56
H12 -4.82 0.89 -0.13
N1 2.95 -0.53 1.74
C7 2.34 -1.57 2.59
C8 1.14 -1.07 3.38
C9 -0.16 -0.92 2.57
N2 -0.25 0.32 1.73
C10 -0.43 -2.12 1.66
C11 0.77 -2.52 0.80
N3 0.92 -1.58 -0.39
C12 2.00 -2.73 1.68
H13 3.58 0.16 2.20
H14 2.30 -0.02 1.15
H15 3.58 -1.04 1.09
H16 3.14 -1.87 3.28
H17 1.37 -0.15 3.92
H18 0.94 -1.82 4.14
H19 -0.96 -0.86 3.31
H20 0.10 1.14 2.22
H21 -1.24 0.51 1.61
H22 -1.30 -1.90 1.03
H23 -0.71 -2.98 2.27
H24 0.56 -3.50 0.36
H25 0.28 -1.98 -1.07
H26 1.86 -1.66 -0.81
H27 2.88 -3.00 1.08
H28 1.77 -3.60 2.30
Se1 5.67 1.41 0.97
Sb1 4.63 0.50 -0.97
Se2 2.31 1.54 -1.22
Se3 4.20 -1.87 -1.18
Se4 5.55 1.49 -3.03

These are the Mulliken partial charges, in e, on atoms 1 to 6:
1 Ir 1.31
2 C -0.80
3 C -0.75
4 S -0.01
5 C -0.97
6 C -0.72

The following is a DFT calculation (ωB97M-V with the def2-TZVPD basis set) of one molecule with the formula C5H3NO at a distorted geometry.

Calculated total energy, eV: -8768.933
HOMO-LUMO gap, hartree: 0.3769
Energy relative to the best compared isomer or geometry (same formula, charge and spin), kcal per mole: 24.7
Max |F|, eV/A: 1.2

CARTESIAN COORDINATES (ANGSTROEM)
N1 -1.92 -0.48 0.22
C1 -3.08 -0.32 0.08
C2 -0.57 -0.29 0.08
C3 0.23 -0.88 -0.83
O1 1.46 -0.32 -0.78
C4 1.43 0.64 0.18
C5 0.20 0.71 0.76
H1 0.06 -1.65 -1.57
H2 2.33 1.21 0.31
H3 -0.14 1.37 1.54

These are the Mulliken partial charges, in e, on atoms 1 to 6:
1 N -0.10
2 C -0.09
3 C 0.56
4 C -0.45
5 O -0.32
6 C -0.40

The lowest calculated total energy belongs to which entry? C12H28IrN3S3SbSe4

Please write out number 1 again, unchanged.
The following is a DFT calculation (ωB97M-V with the def2-TZVPD basis set) of C12H28IrN3S3SbSe4 as an isolated structure at a distorted geometry.

Calculated total energy, eV: -320630.255
HOMO-LUMO gap (spin up / spin down), hartree: 0.1434 / 0.1492
Net charge: +1
Max |F|, eV/A: 2.7

CARTESIAN COORDINATES (ANGSTROEM)
Ir1 0.23 0.49 -0.58
C1 -2.39 3.42 -0.43
C2 -1.86 3.33 -1.85
S1 -0.31 2.36 -2.03
C3 -0.73 1.33 -3.46
C4 -1.91 0.41 -3.26
S2 -1.74 -0.62 -1.77
C5 -3.40 -0.44 -1.03
C6 -3.87 0.97 -0.66
S3 -2.68 1.83 0.37
H1 -1.66 3.91 0.21
H2 -3.29 4.02 -0.41
H3 -2.62 2.93 -2.53
H4 -1.61 4.33 -2.19
H5 -0.89 1.98 -4.33
H6 0.19 0.77 -3.64
H7 -2.84 0.97 -3.16
H8 -2.01 -0.24 -4.12
H9 -4.12 -0.89 -1.71
H10 -3.37 -1.08 -0.14
H11 -4.07 1.56 -1.56
H12 -4.82 0.89 -0.13
N1 2.95 -0.53 1.74
C7 2.34 -1.57 2.59
C8 1.14 -1.07 3.38
C9 -0.16 -0.92 2.57
N2 -0.25 0.32 1.73
C10 -0.43 -2.12 1.66
C11 0.77 -2.52 0.80
N3 0.92 -1.58 -0.39
C12 2.00 -2.73 1.68
H13 3.58 0.16 2.20
H14 2.30 -0.02 1.15
H15 3.58 -1.04 1.09
H16 3.14 -1.87 3.28
H17 1.37 -0.15 3.92
H18 0.94 -1.82 4.14
H19 -0.96 -0.86 3.31
H20 0.10 1.14 2.22
H21 -1.24 0.51 1.61
H22 -1.30 -1.90 1.03
H23 -0.71 -2.98 2.27
H24 0.56 -3.50 0.36
H25 0.28 -1.98 -1.07
H26 1.86 -1.66 -0.81
H27 2.88 -3.00 1.08
H28 1.77 -3.60 2.30
Se1 5.67 1.41 0.97
Sb1 4.63 0.50 -0.97
Se2 2.31 1.54 -1.22
Se3 4.20 -1.87 -1.18
Se4 5.55 1.49 -3.03

These are the Mulliken partial charges, in e, on atoms 1 to 6:
1 Ir 1.31
2 C -0.80
3 C -0.75
4 S -0.01
5 C -0.97
6 C -0.72

Please write out number 2 again, unchanged.
The following is a DFT calculation (ωB97M-V with the def2-TZVPD basis set) of one molecule with the formula C5H3NO at a distorted geometry.

Calculated total energy, eV: -8768.933
HOMO-LUMO gap, hartree: 0.3769
Energy relative to the best compared isomer or geometry (same formula, charge and spin), kcal per mole: 24.7
Max |F|, eV/A: 1.2

CARTESIAN COORDINATES (ANGSTROEM)
N1 -1.92 -0.48 0.22
C1 -3.08 -0.32 0.08
C2 -0.57 -0.29 0.08
C3 0.23 -0.88 -0.83
O1 1.46 -0.32 -0.78
C4 1.43 0.64 0.18
C5 0.20 0.71 0.76
H1 0.06 -1.65 -1.57
H2 2.33 1.21 0.31
H3 -0.14 1.37 1.54

These are the Mulliken partial charges, in e, on atoms 1 to 6:
1 N -0.10
2 C -0.09
3 C 0.56
4 C -0.45
5 O -0.32
6 C -0.40